1.
99
Properties=species:S:1:pos:R:3:forces:R:3 method="wB97M-V/def2-TZVPD" e_homo_ev=-10.9129 largest_force_ev_per_a=7.552 lumo_energy_ev=-9.12 total_charge=+1 relative_energy_kcal_mol=0.00
O 2.1001 4.5891 3.0317 -2.409 -2.084 0.423
V 0.9432 3.4738 2.9792 2.593 2.118 -0.350
O -0.3967 4.2980 3.0088 0.054 -0.229 -0.304
Al 4.0953 -2.6404 -0.4356 -0.444 0.306 -0.319
O -0.4837 1.8380 1.8897 0.270 1.212 1.574
C -0.6445 0.9454 1.1082 0.691 -1.367 -2.310
O 0.0930 0.6346 0.0737 -1.179 1.049 1.071
B -0.5826 -0.4576 -0.6863 1.500 -0.611 -1.647
O -1.7372 -0.8275 0.1262 -0.852 0.018 0.521
C -1.8113 -0.0734 1.1826 0.987 0.358 -2.080
O -2.5812 -0.1340 2.0953 -2.390 -0.093 -4.398
O 0.4140 -1.5415 -0.7493 -1.196 0.512 1.524
C 0.9106 -1.6000 -1.9260 1.017 -0.717 -2.137
O 1.8734 -2.2480 -2.2573 -0.269 0.590 0.272
C 0.0523 -0.7242 -2.8873 0.960 -0.335 0.867
O -0.8505 -0.1227 -2.1121 -0.621 0.307 1.105
O 0.2479 -0.5860 -4.0465 -0.351 0.181 -0.457
O 4.0556 -1.9938 2.3787 0.285 0.275 0.760
C 3.0941 -1.6245 2.9905 -0.485 -1.107 -2.187
O 2.9686 -0.9129 4.0593 -0.363 1.516 1.580
B 1.5565 -0.5036 4.2229 1.706 -1.643 0.183
O 0.8082 -1.3799 3.3017 1.020 2.920 -1.975
C 1.6735 -1.9070 2.4501 2.085 -0.028 -0.960
O 1.5042 -2.4408 1.3951 -0.633 -0.063 0.922
O 1.3177 0.9167 3.9440 0.146 1.524 -0.092
C 0.8840 1.5657 4.9949 -0.552 -1.835 -0.429
O 0.5601 2.7340 4.9923 0.527 0.538 -0.725
C 0.6285 0.4988 6.0833 3.322 3.360 2.413
O 1.0898 -0.6473 5.6291 7.453 0.725 0.984
O 0.1719 0.7323 7.1499 -0.456 -0.020 0.164
O 8.7194 3.1836 -0.2921 -0.141 -0.109 0.042
C 7.5367 3.1983 -0.4286 1.052 0.898 -0.799
O 6.6446 2.7466 0.4206 -1.002 -1.124 1.593
B 5.3217 2.7782 -0.1380 1.356 0.783 -1.962
O 5.4786 3.6468 -1.3359 -2.018 -0.363 0.747
C 6.7464 3.7918 -1.6179 1.310 -0.317 -0.861
O 7.2063 4.1950 -2.6458 -0.135 0.185 0.431
O 4.2723 3.2144 0.7939 -0.555 0.155 0.589
C 3.3843 2.2922 0.9487 1.313 0.654 -1.182
O 2.4173 2.3241 1.6663 -2.085 -0.099 1.071
C 3.7667 1.1151 0.0389 0.839 -0.771 0.318
O 4.8516 1.4173 -0.6083 -0.482 0.279 0.576
O 3.2216 0.0414 0.0798 -0.557 -0.483 -0.120
Br 1.1879 -5.0681 -0.9161 -0.532 -0.088 0.327
C -0.3240 -5.2463 0.3429 -0.349 -0.756 -0.532
C -0.9788 -3.8952 0.5333 1.217 -0.099 0.845
Br -2.6368 -4.0108 1.5564 -0.030 -0.036 -0.223
H 0.0882 -5.7405 1.2184 -0.012 0.522 0.271
H -1.0239 -5.9709 -0.0744 0.156 0.118 -0.348
H -1.0964 -3.3658 -0.4052 -0.508 -0.187 0.082
H -0.3141 -3.3219 1.1788 -0.359 0.139 -0.377
Br -6.2543 3.6628 1.5658 0.622 -0.119 0.627
C -5.2828 3.2174 3.2059 -0.560 0.189 0.323
C -3.8133 3.1087 2.9002 -1.280 0.644 -2.177
Br -2.8589 2.9618 4.6342 0.756 -0.345 -0.291
H -5.6931 2.2847 3.5832 -0.060 -0.250 -0.200
H -5.4908 3.9579 3.9757 -0.061 0.342 -0.307
H -3.4453 3.8999 2.2483 0.453 0.675 0.854
H -3.6161 2.2268 2.2878 0.430 -0.198 0.552
Br -3.0269 0.6874 4.1612 -1.613 0.121 2.436
C -1.5445 -0.5734 3.8274 2.809 -2.250 2.995
C -0.9844 -1.1056 5.1389 -3.654 -0.151 -1.023
Br -0.2462 -2.8841 4.7419 -2.605 -1.701 2.309
H -0.8216 -0.0695 3.1963 -0.257 0.006 0.604
H -2.0395 -1.3913 3.3081 -0.507 -0.012 0.172
H -1.7206 -1.2082 5.9273 -0.253 -0.349 -0.085
H -0.1710 -0.4564 5.4553 -5.548 -2.969 -1.614
Br -3.1606 2.2558 -1.0918 -0.227 -0.103 0.196
C -4.0491 0.8585 -2.1539 0.541 -0.010 -1.166
C -5.1836 1.4553 -2.9495 -0.890 0.647 1.265
Br -6.1145 0.1858 -4.0691 0.343 -0.066 0.105
H -4.3769 0.0725 -1.4827 0.097 -0.023 -0.007
H -3.2681 0.5321 -2.8362 0.096 -0.323 0.303
H -4.9328 2.3381 -3.5283 0.340 -0.230 -0.201
H -5.9127 1.7828 -2.2045 -0.226 0.074 -0.291
Br -7.1619 0.0964 2.3461 0.216 0.226 -0.148
C -5.7577 -0.0499 0.9657 -0.903 -0.390 0.287
C -5.3461 -1.5039 0.9000 0.931 -0.076 0.086
Br -6.7335 -2.6534 0.1728 0.392 0.314 -0.017
H -5.0021 0.6760 1.2547 0.319 -0.343 -0.008
H -6.1897 0.2770 0.0219 -0.162 0.014 0.096
H -5.0655 -1.9397 1.8569 -0.377 0.251 0.243
H -4.4107 -1.6095 0.3438 -0.341 -0.049 -0.541
Br 2.7643 -1.7004 -8.9483 0.084 0.189 0.021
C 2.1987 0.0898 -8.3364 0.141 -1.019 0.135
C 0.9303 -0.0382 -7.5263 -0.247 0.013 -0.143
Br -0.4964 -0.8002 -8.6326 0.017 0.272 0.295
H 2.0861 0.6909 -9.2311 0.024 0.097 0.078
H 3.0611 0.3694 -7.7380 -0.206 0.497 0.044
H 0.5708 0.9256 -7.1693 0.048 0.068 -0.196
H 1.0217 -0.6851 -6.6580 0.143 -0.110 -0.124
Br 4.6438 -0.7626 -3.1035 -0.179 0.320 -0.646
C 3.6639 -1.3775 -4.6818 -0.514 -0.227 -0.664
C 3.9999 -2.8097 -5.0307 0.430 -0.471 -0.292
Br 3.9515 -4.0540 -3.5140 0.055 -0.191 -0.389
H 3.8647 -0.7909 -5.5832 0.835 0.239 0.358
H 2.6029 -1.1650 -4.5558 0.056 -0.499 0.724
H 4.9913 -2.9300 -5.4667 0.255 0.339 0.550
H 3.3964 -3.2418 -5.8302 -0.657 0.258 0.389

=====

2.
27
Properties=species:S:1:pos:R:3:forces:R:3 method="wB97M-V/def2-TZVPD" e_homo_ev=-10.4064 largest_force_ev_per_a=2.942 lumo_energy_ev=-0.14 smiles=O.O.O.O.O.O.O.O.O relative_energy_kcal_mol=48.74
O -2.8627 0.8949 0.9062 1.125 0.621 0.034
H -3.2397 1.4089 1.6122 -0.275 0.185 0.462
H -3.5467 0.3729 0.5372 -1.081 -0.675 -0.478
O 2.5453 1.2769 1.8362 0.854 0.075 0.335
H 2.2733 0.5749 2.4242 0.182 -0.448 0.321
H 1.7183 1.4939 1.4382 -1.359 0.452 -0.420
O -0.8787 -0.6461 3.0962 -1.758 -1.067 2.103
H -0.2197 -0.8171 2.4532 1.027 -0.599 -0.972
H -1.1127 -1.5111 3.5492 0.725 1.614 -1.083
O 0.9053 -2.0141 0.5262 0.556 -1.464 0.518
H 0.4843 -1.1681 0.4792 -0.410 1.154 -0.559
H 1.1273 -2.2901 -0.3698 -0.109 0.405 -0.023
O 2.9913 0.8779 -0.9518 -0.065 0.066 -0.673
H 2.7743 1.0709 -0.0348 0.381 -0.380 0.301
H 3.0443 -0.0831 -1.0298 -0.146 0.209 0.164
O 0.0783 1.4929 -2.0638 0.915 1.123 0.168
H -0.7547 1.5889 -2.4928 -1.311 -0.205 -0.451
H 0.5253 2.3199 -2.3148 0.281 -0.490 0.296
O -1.7487 -1.2361 -1.4028 -0.417 0.286 -0.075
H -2.0667 -2.0401 -1.7748 -0.087 -1.183 -1.729
H -2.1887 -1.4131 -0.5868 0.030 0.769 1.868
O 0.7453 -1.0881 -2.4878 0.707 -1.086 -0.415
H 0.7013 -0.1401 -2.4118 0.180 0.703 0.089
H -0.1307 -1.3671 -2.2298 -0.182 -0.013 0.228
O -0.1307 0.6279 0.6372 0.484 -0.166 0.760
H 0.0213 1.0289 -0.2188 -0.085 0.132 -0.656
H -1.0537 0.7859 0.8752 -0.163 -0.015 -0.115

=====

3.
22
Properties=species:S:1:pos:R:3:forces:R:3 method="wB97M-V/def2-TZVPD" e_homo_ev="-4.4599 / -4.4608" largest_force_ev_per_a=4.117 s2=0.75 lumo_energy_ev="3.28 / 1.30" total_charge=-1 multiplicity=2 relative_energy_kcal_mol=31.43
N -0.2763 1.3793 0.6296 -3.025 -0.252 0.600
C -0.8606 0.2225 1.3012 -0.094 -0.672 0.710
C -2.2950 -0.2346 0.8600 -0.812 0.440 -0.090
S -2.3489 -0.2042 -1.0080 -0.534 -0.087 1.169
C -0.1623 -1.0472 0.8436 3.637 -1.282 1.444
N 1.2821 -1.0410 1.3118 -1.991 -2.258 0.434
H -0.8644 1.3745 -0.2093 1.375 0.714 -0.378
H -1.2151 1.9397 -3.4685 -0.126 0.035 0.075
H -1.7709 1.8994 -2.9709 0.160 0.010 -0.131
H -0.7696 0.3999 2.4275 -0.336 -0.766 -1.272
H -3.2292 0.2676 1.2827 1.274 -0.166 -0.697
H -2.3526 -1.3028 1.1652 -0.356 0.836 -0.189
H -0.5261 -1.9933 1.3124 -0.342 0.712 -0.385
H -0.1326 -1.1775 -0.2656 -0.621 0.381 0.370
H 1.6966 -1.9246 0.9536 -0.091 1.246 0.218
H 1.7635 -0.2484 0.9608 1.045 0.818 -0.668
H 3.2596 1.3456 -0.4104 -0.672 -0.294 0.203
H 0.7196 1.2764 0.5059 0.539 0.246 -0.755
O 2.3630 1.0472 -0.1756 0.558 -0.063 -0.301
H 2.0880 -0.7147 -2.4708 0.235 0.406 -0.358
H 1.9212 -0.2365 -0.9169 0.293 -0.577 -1.813
O 1.7101 -1.0274 -1.6583 -0.116 0.575 1.814

=====

4.
49
Properties=species:S:1:pos:R:3:forces:R:3 method="wB97M-V/def2-TZVPD" e_homo_ev=-6.0225 largest_force_ev_per_a=0.736 lumo_energy_ev=0.96 total_charge=-1 relative_energy_kcal_mol=9.49
Au 0.1652 -0.6832 1.7091 0.076 -0.548 0.485
N -1.0466 0.1729 4.7976 -0.126 -0.193 0.143
C -0.4240 1.1181 4.0415 0.274 0.363 -0.402
N -0.2733 2.3709 4.4153 -0.087 -0.090 0.171
N 0.3804 2.9684 3.3951 -0.002 0.111 0.069
N 0.6193 2.1519 2.4498 0.097 0.000 -0.118
N 0.1239 0.9442 2.8232 -0.319 0.391 0.515
C -1.1562 -1.1500 4.4514 0.095 -0.057 -0.165
N -1.6603 -2.1016 5.2051 0.007 0.266 0.076
N -1.5606 -3.2150 4.4452 -0.061 -0.180 -0.028
N -1.0333 -2.9629 3.3091 0.035 -0.001 -0.093
N -0.7624 -1.6366 3.2756 0.270 0.016 -0.215
H -1.3578 0.4446 5.7137 0.019 0.027 -0.006
C -3.3950 2.3946 -1.5689 0.006 0.032 -0.019
C -2.0285 3.0450 -1.6550 0.020 -0.006 -0.019
C -1.5986 3.3275 -3.0828 -0.015 0.047 0.031
O -0.9960 2.2847 -0.9713 -0.045 -0.035 0.019
P -0.7715 0.7215 -0.9549 -0.177 -0.352 0.414
S 1.0602 0.4307 -0.0917 0.094 0.348 -0.327
S -2.0620 -0.4090 0.0098 -0.275 0.205 -0.417
O -0.6802 0.4005 -2.5051 0.269 0.028 -0.100
C -0.3085 -0.9562 -2.9326 -0.233 -0.012 0.018
C 1.0909 -0.9174 -3.5025 -0.031 -0.036 0.034
C -1.3553 -1.3797 -3.9400 0.030 -0.063 0.006
H -4.1334 3.0810 -1.9879 0.002 0.006 0.002
H -3.6622 2.1739 -0.5375 -0.003 -0.011 0.005
H -3.4292 1.4663 -2.1405 0.014 -0.018 0.007
H -2.0371 3.9784 -1.0899 -0.016 -0.012 -0.005
H -1.6011 2.4161 -3.6775 0.013 -0.025 0.002
H -0.5979 3.7581 -3.1005 0.011 -0.014 -0.002
H -2.2908 4.0425 -3.5320 -0.003 0.002 0.005
H -0.3487 -1.6072 -2.0566 0.058 0.047 -0.127
H 1.1362 -0.2194 -4.3412 0.028 0.026 0.009
H 1.3645 -1.9136 -3.8504 -0.029 -0.007 -0.005
H 1.8144 -0.6369 -2.7389 -0.006 0.057 0.002
H -1.3609 -0.7001 -4.7948 -0.003 0.021 0.000
H -2.3451 -1.3890 -3.4844 -0.005 0.015 0.013
H -1.1302 -2.3846 -4.2993 -0.005 -0.008 0.007
Cl 6.3481 -0.4207 3.3338 -0.049 0.005 -0.028
C 5.1728 -0.7822 2.0420 0.118 0.313 -0.147
Cl 5.1367 0.5641 0.8785 0.031 -0.149 0.058
Cl 5.6040 -2.2852 1.2481 -0.036 -0.068 -0.023
C 3.8486 -0.8780 2.6451 -0.218 -0.177 0.112
N 2.8180 -0.9506 3.1425 0.158 0.000 0.034
F 2.7635 -1.9708 -0.1916 0.120 0.081 0.139
B 1.7911 -2.9553 -0.1387 0.091 -0.222 -0.180
F 0.7474 -2.5252 0.8507 -0.207 -0.057 0.020
F 2.2937 -4.1448 0.3347 -0.078 0.050 -0.052
F 1.1276 -3.0810 -1.3504 0.096 -0.116 0.084